{
  "formula": "C42H50Br2N10O7PSc",
  "method": "ωB97M-V with the def2-TZVPD basis set",
  "species": ["Sc", "O", "C", "C", "C", "N", "C", "Br", "C", "H", "H", "H", "H", "Br", "C", "C", "C", "C", "C", "C", "N", "C", "C", "C", "C", "C", "C", "N", "H", "H", "H", "H", "H", "H", "H", "H", "H", "O", "C", "C", "O", "C", "C", "O", "C", "O", "O", "N", "P", "N", "C", "C", "C", "C", "C", "N", "C", "C", "C", "C", "C", "N", "C", "C", "C", "C", "C", "H", "H", "H", "H", "H", "H", "H", "H", "H", "H", "H", "H", "H", "H", "H", "H", "H", "H", "H", "H", "H", "H", "H", "H", "H", "H", "H", "H", "H", "H", "C", "N", "C", "C", "C", "N", "C", "O", "N", "H", "H", "H", "H", "H", "H", "H"],
  "coordinates": [[-0.340466, -0.275960, -1.926385], [4.762076, -2.796103, 4.387788], [5.307875, -2.556653, 3.141360], [6.396338, -1.655585, 2.921533], [6.753812, -1.448203, 1.563132], [6.187545, -2.153694, 0.606128], [5.263164, -3.009744, 0.879598], [4.321248, -3.701271, -0.653592], [4.699341, -3.206941, 2.088667], [5.342273, -2.289095, 4.993458], [6.795726, -1.075611, 3.760946], [7.573586, -0.711541, 1.334730], [3.822813, -3.896896, 2.331492], [7.327535, 0.808034, -1.953377], [5.476778, 0.735601, -2.465730], [4.924096, 1.867784, -3.003465], [3.568436, 1.889742, -3.255365], [2.813828, 0.761931, -3.075660], [3.392886, -0.471854, -2.701281], [4.738940, -0.428752, -2.341698], [1.436279, 0.698259, -3.380868], [0.956337, 1.241296, -4.420860], [-0.428548, 1.226215, -4.810484], [-0.849185, 1.822098, -5.934102], [-2.274242, 1.922689, -5.999218], [-3.097054, 1.290054, -5.131881], [-2.501114, 0.662275, -4.016962], [-1.206058, 0.783646, -3.817524], [5.550428, 2.761202, -3.217754], [3.123193, 2.785458, -3.607491], [2.787891, -1.294203, -2.556896], [5.276448, -1.285600, -1.922358], [1.638310, 1.736133, -5.130093], [-0.239634, 2.242011, -6.744604], [-2.732366, 2.522936, -6.766424], [-4.170500, 1.336854, -5.214563], [-3.090625, 0.166176, -3.240610], [0.349519, -6.302660, -3.342595], [0.259334, -5.106084, -3.090878], [0.767155, -4.436561, -1.814812], [1.363858, -5.023219, -0.926423], [0.260418, -3.038065, -1.909432], [-0.367690, -2.827400, -3.110019], [-0.770986, -1.640899, -3.386940], [-0.523214, -4.004274, -3.919823], [-1.281403, -4.087497, -4.844473], [0.278519, -2.045964, -1.071855], [-1.866620, 0.260941, -0.869047], [-2.386092, 0.299201, 0.559498], [-3.465842, 1.492406, 0.892975], [-4.327035, 2.125119, -0.149321], [-5.266896, 3.111872, 0.458213], [-4.590715, 4.152350, 1.307255], [-4.040524, 3.356010, 2.509406], [-3.929501, 1.827462, 2.232973], [-2.970448, -1.152613, 1.122615], [-4.444384, -1.405557, 1.237943], [-4.978829, -2.189062, 0.019869], [-4.213322, -3.532151, -0.153151], [-2.738921, -3.174386, -0.241365], [-2.261304, -2.355358, 0.966099], [-1.025033, 0.817240, 1.533795], [1.696418, -0.732097, 1.131799], [2.215847, -0.738439, 2.589971], [1.680953, 0.534349, 3.465041], [0.317497, 2.574156, 2.474507], [-0.668248, 2.167766, 1.339630], [-4.872852, 1.341830, -0.730544], [-3.752419, 2.529782, -0.944275], [-6.057910, 2.604158, 0.957609], [-5.674351, 3.594705, -0.447764], [-5.189458, 4.980933, 1.544906], [-3.800495, 4.553099, 0.691091], [-4.732004, 3.410563, 3.332335], [-3.054905, 3.772075, 2.774759], [-4.874429, 1.370987, 2.363658], [-3.294837, 1.479823, 3.055712], [-4.962457, -0.441546, 1.373829], [-4.507957, -2.056580, 2.088030], [-4.740991, -1.698170, -0.913883], [-6.087774, -2.249363, 0.101756], [-4.619655, -4.072661, -1.043009], [-4.498694, -4.201895, 0.706307], [-2.624877, -2.731308, -1.254411], [-2.124220, -4.047553, -0.341029], [-1.147115, -2.163264, 0.951473], [-2.286269, -2.966471, 1.871200], [2.113077, -1.597140, 0.542055], [0.608353, -0.994655, 1.224848], [3.300506, -0.738077, 2.546028], [1.898834, -1.634166, 3.057653], [2.422684, 1.265125, 3.632355], [1.627460, 0.067707, 4.460905], [1.491539, 3.887123, 1.165305], [-0.270981, 3.280872, 3.071602], [-0.200784, 2.322874, 0.382899], [-1.549700, 2.856620, 1.382768], [-1.285778, -0.563950, 3.608344], [-0.975351, 0.763347, 3.021350], [0.354924, 1.341356, 3.387043], [1.614408, 3.248665, 1.992928], [2.811502, 2.393228, 1.387507], [2.824805, 1.370583, 0.675765], [1.835005, 0.509652, 0.374782], [1.230199, 0.727740, -0.656887], [3.971603, 3.022770, 1.645184], [-1.029022, -0.640183, 4.671484], [-0.798238, -1.362364, 3.020129], [-2.445133, -0.796617, 3.501952], [0.215825, 1.724072, 4.359245], [2.045279, 3.840334, 2.879710], [3.914480, 4.045880, 1.701562], [4.798272, 2.720789, 1.094696]],
  "forces_ev_per_a": [[0.790, 0.395, 0.227], [1.442, 1.001, -0.329], [0.550, 0.661, 0.743], [-1.249, -0.401, -0.669], [0.738, 0.160, 2.189], [1.485, 0.984, -1.144], [-1.509, 0.145, -1.894], [0.257, -0.291, 0.342], [-1.443, -1.690, 2.002], [-0.716, -0.499, -0.027], [0.054, -0.232, -0.454], [-1.046, -0.871, -0.095], [1.381, 1.062, -0.710], [-0.488, -0.198, -0.081], [0.501, -0.010, -0.221], [0.712, 1.287, -0.045], [0.319, -0.009, -0.084], [-0.285, -1.772, -0.546], [1.698, 3.244, 0.470], [0.378, -0.942, 0.435], [-1.167, 0.004, 0.235], [2.441, 0.227, -0.851], [1.014, 0.111, 2.099], [-2.642, 0.726, -1.423], [1.051, 0.558, -1.421], [0.134, -0.645, 1.302], [-0.461, 0.572, -0.094], [-1.068, -0.654, 0.011], [-0.582, -0.741, 0.338], [-0.437, 0.694, -0.245], [-1.044, -1.826, 0.177], [-0.505, 0.084, -0.228], [-0.080, -0.068, 0.106], [-0.065, -0.271, 0.704], [0.057, 0.019, -0.409], [-0.084, -0.035, -0.102], [0.296, 0.216, -0.164], [-0.083, 2.145, 0.330], [-0.467, -1.645, -1.199], [-0.282, 0.272, 0.495], [-0.311, 0.616, -0.452], [0.444, -1.156, 0.497], [0.683, 0.270, -0.292], [-0.616, 0.000, -0.551], [0.149, -0.713, 1.451], [-0.074, -0.744, -1.097], [0.771, -0.253, 0.385], [-0.581, 0.544, -0.643], [1.055, 0.146, 0.261], [-0.898, 0.681, -0.234], [0.185, -2.428, 0.135], [-0.649, 1.213, -2.158], [1.099, -2.051, -0.141], [0.565, 0.142, -0.703], [1.074, 0.975, 0.478], [-1.817, 1.763, 0.762], [1.039, 0.513, -1.182], [-0.048, -0.306, 0.100], [-1.801, -0.388, 0.959], [0.004, -0.418, -0.775], [2.496, -0.924, -0.815], [-0.162, -1.911, 1.630], [-1.097, -2.340, 1.486], [-0.578, 2.977, -1.227], [-0.541, -2.865, 0.683], [-0.600, 0.034, -0.821], [0.174, 2.184, -0.496], [-0.143, 0.241, 0.709], [1.104, 0.892, -0.363], [-0.784, -0.241, 0.509], [-0.438, -0.035, 0.430], [-1.083, 0.909, 0.626], [0.645, 0.164, -0.060], [-0.109, 0.368, 0.606], [-0.376, -0.290, 0.317], [-1.282, -0.386, 0.448], [0.225, -0.446, -0.613], [0.132, -0.617, 0.086], [-0.586, -0.166, 0.839], [-0.161, 0.868, -0.168], [0.699, -0.338, -0.057], [0.625, 0.493, 0.446], [0.655, 0.491, -0.488], [0.250, 0.641, 0.842], [0.325, -0.773, 0.282], [-1.116, -0.005, -0.705], [-0.725, -0.231, 0.225], [-0.178, 0.909, 0.365], [0.967, 0.497, -0.622], [0.198, 0.230, 0.407], [-0.345, -0.846, 0.464], [1.199, 0.882, -0.253], [-0.050, 0.091, -0.051], [-0.882, 1.297, -0.816], [0.535, 0.336, -0.210], [0.030, -0.084, -0.541], [0.513, -0.445, -0.056], [-1.917, -0.251, -1.307], [-0.066, -0.909, 1.012], [-0.384, -0.643, -1.937], [1.458, -1.565, 2.033], [-1.371, 1.464, 1.218], [0.206, -1.021, 0.430], [0.707, 0.115, -0.285], [-1.553, -0.176, -1.478], [2.342, 1.433, -0.461], [0.159, 0.348, -0.350], [0.048, 0.083, 0.444], [2.368, 0.674, 0.316], [-0.040, 0.158, 1.419], [-0.438, -0.786, -1.424], [0.075, -0.771, 0.238], [-0.998, 0.115, 0.520]],
  "de_lowest_kj_mol": 594.4,
  "e_lumo_ha": -0.0274
}